1.
Here is C17H25GaI2InNO3S2 as an isolated structure at a distorted geometry from OMol25. Energies are from ωB97M-V with the def2-TZVPD basis set.

Calculated total energy   -4448.18460 hartree
Charge   +4
E_HOMO (alpha / beta)   -0.776 / -0.773 hartree
Gap between HOMO and LUMO (alpha / beta)   4.754 / 4.775 eV

Atoms and positions in Å:
I -0.010 -3.491 -0.319
I 0.042 -2.703 -3.599
Ga 0.606 0.228 -3.122
In 0.859 -0.593 0.595
S 1.990 -1.127 -1.743
S -0.851 -0.525 -1.403
C 2.973 0.021 2.276
C 3.800 -0.874 -1.568
C -2.627 0.189 -1.274
C 4.424 -1.219 -2.899
C 3.989 0.578 -1.183
C 4.213 -1.902 -0.524
C -3.388 0.054 -2.570
C -2.393 1.624 -0.860
C -3.331 -0.673 -0.247
C 2.038 1.235 -3.865
C -0.532 1.645 -3.790
O 3.625 0.258 3.180
O 2.890 1.982 -4.197
O -1.109 2.655 -3.994
H 4.204 -0.494 -3.685
H 4.167 -2.240 -3.180
H 5.504 -1.196 -2.791
H 3.533 1.226 -1.956
H 5.069 0.766 -1.141
H 3.568 0.744 -0.180
H 3.866 -1.599 0.472
H 5.306 -1.920 -0.481
H 3.842 -2.890 -0.852
H -4.410 0.410 -2.387
H -3.453 -0.998 -2.849
H -2.991 0.668 -3.377
H -3.359 2.113 -0.697
H -1.867 2.144 -1.678
H -1.835 1.612 0.087
H -4.365 -0.323 -0.126
H -2.840 -0.578 0.729
H -3.386 -1.708 -0.635
C -3.137 0.810 5.586
C -2.288 0.584 4.411
C -1.775 1.655 3.668
C -0.950 1.373 2.569
N -0.645 0.121 2.214
C -1.195 -0.906 2.880
C -2.011 -0.703 3.992
H -2.664 0.341 6.439
H -3.212 1.878 5.734
H -4.124 0.379 5.445
H -1.996 2.691 3.947
H -0.466 2.122 1.957
H -0.872 -1.852 2.493
H -2.427 -1.591 4.499

---

2.
Here is C3H8GdO3 as an isolated structure at a distorted geometry from OMol25. Energies are from ωB97M-V with the def2-TZVPD basis set.

Multiplicity   8
Calculated total energy   -1110.16171 hartree
Charge   +1
E_HOMO (alpha / beta)   -0.455 / -0.474 hartree
Gap between HOMO and LUMO (alpha / beta)   7.271 / 8.408 eV

Atoms and positions in Å:
O -1.503 -0.805 3.202
C -0.347 0.002 3.554
C -0.627 1.438 3.198
O -0.636 1.475 1.731
C -1.196 2.629 1.142
Gd -0.493 -0.850 1.444
H -0.065 -0.083 4.617
H 0.152 2.131 3.558
H -1.625 1.801 3.518
H -0.658 3.527 1.481
H -1.098 2.532 0.056
H -2.260 2.726 1.408
O 0.914 -0.981 -0.760
H 1.217 -0.459 0.045
H 0.873 -0.334 -1.471

---

3.
Here is a 2-piece molecular cluster, C11H18BN2O4 overall from OMol25. Energies are from ωB97M-V with the def2-TZVPD basis set.

Calculated total energy   -865.09415 hartree
Charge   +1
E_HOMO   -0.447 hartree
Gap between HOMO and LUMO   8.031 eV

Atoms and positions in Å:
C -2.680 1.437 -0.302
O -2.185 0.535 -1.301
B -0.866 0.561 -1.660
O -0.059 1.654 -1.516
C -0.278 -0.776 -2.301
C -1.309 -1.618 -3.014
N -2.206 -2.334 -2.063
C -1.496 -3.036 -0.935
C -0.397 -2.208 -0.313
N 0.444 -1.552 -1.290
H -1.949 2.199 -0.050
H -3.575 1.927 -0.673
H -2.944 0.874 0.590
H 0.578 1.616 -0.799
H 0.442 -0.490 -3.068
H -0.830 -2.352 -3.660
H -1.922 -0.978 -3.642
H -2.710 -3.043 -2.593
H -2.910 -1.696 -1.687
H -2.246 -3.228 -0.171
H -1.156 -3.999 -1.302
H -0.823 -1.520 0.432
H 0.222 -2.907 0.248
H 1.108 -0.948 -0.824
C 3.672 1.371 2.007
C 3.810 2.060 3.137
C 2.626 2.569 3.878
O 2.742 3.195 4.903
C 1.281 2.276 3.308
C 1.151 1.587 2.179
C 2.335 1.084 1.445
O 2.220 0.450 0.407
H 4.518 0.992 1.449
H 4.777 2.284 3.568
H 0.433 2.654 3.864
H 0.181 1.361 1.750

---

4.
Here is a 2-piece molecular cluster, C4H13N2O2 overall at a distorted geometry from OMol25. Energies are from ωB97M-V with the def2-TZVPD basis set.

Calculated total energy   -419.92823 hartree
Charge   +1
E_HOMO   -0.506 hartree
Gap between HOMO and LUMO   10.345 eV

Atoms and positions in Å:
N 1.575 -0.137 -1.784
C 0.759 -0.091 -0.532
C -0.411 0.882 -0.799
C 0.231 -1.463 -0.300
N 0.205 -1.954 1.047
C 0.599 -1.079 2.136
O -0.094 -2.237 -1.196
H 2.589 -0.160 -1.630
H 1.281 -1.076 -2.236
H 1.317 0.533 -2.545
H 1.388 0.197 0.243
H -1.145 0.562 -1.559
H -1.043 0.900 0.083
H -0.114 1.849 -1.032
H -0.650 -2.675 1.296
H 0.369 -1.577 3.115
H 0.206 -0.049 2.276
H 1.689 -1.136 2.376
H -3.033 3.516 0.845
H -3.184 2.340 -0.158
O -2.536 2.855 0.354

---

5.
Here is C28H49FN2O11P2S3Si2 as an isolated structure at a distorted geometry from OMol25. Energies are from ωB97M-V with the def2-TZVPD basis set.

Calculated total energy   -4589.79420 hartree
E_HOMO   -0.325 hartree
Gap between HOMO and LUMO   9.088 eV

Atoms and positions in Å:
C 0.275 -4.578 4.611
C 0.437 -3.102 5.030
C 0.328 -2.162 3.829
C -1.134 -1.860 3.464
N -1.367 -0.403 3.251
Si -1.759 0.012 1.609
C -1.590 1.871 1.385
C -0.859 2.572 2.544
C -0.034 3.809 2.092
C 1.432 3.638 2.409
C 2.385 3.629 1.391
C 3.730 3.424 1.703
C 4.131 3.232 3.023
C 3.190 3.273 4.050
C 1.848 3.476 3.738
C -0.545 -0.978 0.539
O -0.022 -0.261 -0.582
C 1.051 0.594 -0.260
O -3.388 -0.402 1.381
Si -3.924 -0.890 -0.076
P -3.344 0.377 -1.797
P -2.107 -0.727 -3.178
O -1.218 0.236 -3.839
O -3.114 -1.437 -4.183
O -1.269 -1.905 -2.503
C -3.663 -2.727 -0.326
C -3.987 -3.374 -1.508
C -3.815 -4.739 -1.653
C -3.314 -5.424 -0.557
C -3.007 -4.699 0.587
N -3.169 -3.392 0.734
S -6.135 -0.662 0.006
O -6.530 0.708 0.031
O -6.683 -1.494 -1.020
F -6.528 -1.313 1.385
H -0.260 -4.643 3.664
H 1.236 -5.055 4.450
H -0.303 -5.140 5.338
H 1.403 -2.996 5.518
H -0.324 -2.876 5.774
H 0.840 -1.229 4.044
H 0.858 -2.650 3.010
H -1.491 -2.476 2.639
H -1.733 -2.152 4.323
H -2.118 -0.118 3.868
H -2.607 2.261 1.297
H -1.109 2.112 0.439
H -0.160 1.872 2.990
H -1.566 2.856 3.316
H -0.151 3.987 1.027
H -0.404 4.682 2.628
H 2.052 3.781 0.375
H 4.457 3.417 0.903
H 5.175 3.056 3.242
H 3.469 3.133 5.082
H 1.110 3.498 4.528
H 0.293 -1.216 1.200
H -0.919 -1.945 0.209
H 1.995 0.178 -0.614
H 0.931 1.559 -0.746
H 1.157 0.777 0.811
H -2.406 1.315 -1.348
H -2.932 -2.383 -4.269
H -0.333 -1.698 -2.620
H -4.397 -2.800 -2.329
H -4.083 -5.247 -2.565
H -3.174 -6.491 -0.590
H -2.622 -5.237 1.443
C 9.386 6.284 2.573
C 8.055 6.673 3.233
C 6.951 5.846 2.562
S 7.737 4.329 2.000
O 7.696 4.291 0.561
O 7.258 3.218 2.784
C 9.395 4.760 2.518
H 10.241 6.667 3.128
H 9.431 6.692 1.561
H 8.096 6.439 4.298
H 7.855 7.739 3.140
H 6.146 5.589 3.246
H 6.544 6.346 1.685
H 10.110 4.348 1.809
H 9.553 4.326 3.505
C -5.139 -2.808 -8.897
C -3.696 -2.288 -8.820
C -3.079 -2.849 -7.533
S -3.927 -4.398 -7.200
O -4.669 -4.255 -5.970
O -3.021 -5.499 -7.399
C -5.065 -4.298 -8.578
H -5.581 -2.632 -9.876
H -5.756 -2.300 -8.152
H -3.133 -2.644 -9.684
H -3.657 -1.201 -8.829
H -2.016 -3.047 -7.639
H -3.252 -2.189 -6.685
H -6.018 -4.733 -8.288
H -4.629 -4.861 -9.402

---

6.
Here is a 3-piece molecular cluster, C4H10O4 overall at a distorted geometry from OMol25. Energies are from ωB97M-V with the def2-TZVPD basis set.

Calculated total energy   -459.32574 hartree
E_HOMO   -0.364 hartree
Gap between HOMO and LUMO   10.347 eV
Structure (SMILES)   O=CCCC=O.O.O

Atoms and positions in Å:
C -0.445 -0.413 1.395
C -1.220 0.133 0.170
C -1.884 -1.062 -0.518
O -2.169 -1.097 -1.684
C 0.596 -1.381 0.843
O 0.257 -2.426 0.345
H -1.041 -0.926 2.143
H 0.079 0.407 1.877
H -0.468 0.557 -0.484
H -1.998 0.856 0.403
H -2.274 -1.798 0.207
H 1.670 -1.155 0.921
H 1.610 0.728 -2.720
H 0.589 0.466 -1.556
O 1.484 0.774 -1.770
H 2.233 2.177 0.765
H 1.491 1.756 -0.541
O 1.489 2.404 0.203

---

7.
Here is C25H48O3P2STb as an isolated structure at a distorted geometry from OMol25. Energies are from ωB97M-V with the def2-TZVPD basis set.

Multiplicity   7
Calculated total energy   -3112.25037 hartree
Charge   +1
E_HOMO (alpha / beta)   -0.369 / -0.370 hartree
Gap between HOMO and LUMO (alpha / beta)   6.146 / 6.255 eV

Atoms and positions in Å:
Tb -0.015 0.053 -0.108
C -2.179 1.653 0.710
C -2.500 0.748 -0.354
C -2.387 -0.459 1.628
C -2.165 0.916 1.937
C -2.578 -0.575 0.210
C -2.051 3.120 0.593
H -1.658 3.410 -0.393
H -1.361 3.521 1.347
H -3.024 3.621 0.724
C -2.217 1.503 3.287
H -1.862 2.544 3.285
H -1.614 0.942 4.017
H -3.257 1.504 3.664
C -2.627 -1.521 2.615
H -3.657 -1.435 3.003
H -1.919 -1.485 3.456
H -2.516 -2.517 2.161
C -3.034 -1.775 -0.520
H -4.129 -1.783 -0.649
H -2.750 -2.701 -0.011
H -2.589 -1.803 -1.525
C -2.973 1.142 -1.696
H -3.992 1.560 -1.728
H -2.958 0.295 -2.378
H -2.316 1.895 -2.130
C 1.375 0.358 -2.128
C 0.348 1.265 -2.358
C -0.175 1.474 -3.768
C -1.085 0.377 -4.388
C -1.211 -0.922 -3.621
C -0.147 -1.727 -3.465
C 1.195 -1.381 -4.070
C 2.030 -0.314 -3.324
H 0.673 1.628 -4.463
H -0.685 0.162 -5.400
H -0.753 2.417 -3.777
H 2.322 0.453 -4.067
H 1.990 0.353 -1.197
H 0.084 2.066 -1.640
H 2.968 -0.785 -2.984
H 1.793 -2.307 -4.126
H -0.252 -2.753 -3.091
H 1.044 -1.017 -5.105
H -2.095 0.802 -4.522
H -2.238 -1.271 -3.425
P 1.842 2.331 0.926
C 1.524 3.216 2.505
H 2.376 3.872 2.752
H 1.377 2.492 3.328
H 0.613 3.829 2.402
C 3.467 1.546 1.303
H 4.148 2.283 1.762
H 3.907 1.175 0.362
H 3.335 0.690 1.990
C 2.261 3.694 -0.217
H 2.626 3.263 -1.160
H 3.016 4.368 0.211
H 1.337 4.255 -0.421
P 0.914 -2.763 0.181
C -0.189 -3.986 -0.580
H 0.402 -4.850 -0.905
H -0.706 -3.546 -1.438
H -0.940 -4.301 0.155
C 2.427 -2.866 -0.839
H 2.200 -2.676 -1.898
H 2.892 -3.856 -0.724
H 3.130 -2.096 -0.486
C 1.459 -3.696 1.678
H 1.745 -4.726 1.398
H 0.630 -3.720 2.405
H 2.309 -3.187 2.162
C 1.134 0.382 4.822
S 1.126 -0.802 3.423
O 2.544 -1.188 3.242
O 0.157 -1.814 3.862
O 0.611 -0.202 2.106
H 1.230 -0.348 5.653
H 0.205 0.962 4.992
H 2.037 1.017 4.820

---

8.
Here is a 2-piece molecular cluster, C2H8N3OS overall at a distorted geometry from OMol25. Energies are from ωB97M-V with the def2-TZVPD basis set.

Calculated total energy   -718.28383 hartree
Charge   +1
E_HOMO (alpha / beta)   -0.498 / -0.416 hartree
Gap between HOMO and LUMO (alpha / beta)   9.873 / 5.306 eV

Atoms and positions in Å:
C 0.788 1.684 1.261
C -2.297 -3.430 -2.216
N 1.312 2.524 2.126
N 1.383 1.033 0.307
N 0.841 0.124 -0.663
O -0.294 1.131 1.733
S -0.558 -0.712 -0.477
H -2.002 -2.572 -1.638
H -2.714 -3.199 -3.166
H -2.412 -4.439 -1.787
H 1.976 3.244 1.944
H 0.764 2.653 3.006
H 2.358 1.343 0.010
H 1.376 0.218 -1.439
H -0.521 0.399 0.998

---

9.
Here is one molecule with the formula C2H5NS at a distorted geometry from OMol25. Energies are from ωB97M-V with the def2-TZVPD basis set.

Calculated total energy   -532.12022 hartree
E_HOMO   -0.305 hartree
Gap between HOMO and LUMO   9.086 eV
Structure (SMILES)   CNC=S

Atoms and positions in Å:
C -0.051 1.047 -0.349
C -0.092 -1.205 0.504
H 0.526 1.455 -1.149
H -0.343 1.574 0.534
H -0.937 0.790 -0.907
H 1.469 -0.366 -0.294
H 0.568 -1.951 0.833
N 0.524 -0.182 -0.032
S -1.663 -1.161 0.860

---

10.
Here is an isolated ion of composition C7H17N4 and charge +1 at a distorted geometry from OMol25. Energies are from ωB97M-V with the def2-TZVPD basis set.

Calculated total energy   -495.61154 hartree
Charge   +1
E_HOMO   -0.468 hartree
Gap between HOMO and LUMO   9.692 eV
Structure (SMILES)   CC/N=C/[C@@H](C)N/[N+](C)=C/N

Atoms and positions in Å:
C -2.051 -0.376 1.424
C 1.180 -0.041 -0.786
C 0.134 1.132 -0.879
C -0.194 1.532 -2.316
C 3.117 -2.016 -0.484
C -1.450 1.936 1.668
C 1.624 -2.300 -0.852
N -2.424 -0.355 2.714
N -1.175 0.797 -0.379
N -1.629 0.692 0.901
N 0.729 -1.198 -0.949
H 2.220 0.291 -0.587
H 0.602 1.995 -0.376
H -0.577 2.541 -2.316
H -0.989 0.823 -2.727
H 0.652 1.521 -2.993
H 3.568 -1.392 -1.356
H 3.103 -1.466 0.487
H 3.610 -2.952 -0.503
H -0.783 2.654 1.111
H -2.385 2.389 1.580
H -1.207 1.728 2.756
H 1.160 -2.927 -0.028
H 1.522 -3.082 -1.604
H -2.483 0.508 3.180
H -1.512 -0.009 -0.922
H -2.069 -1.326 0.905
H -2.293 -1.099 3.332

---

11.
Here is a 2-piece molecular cluster, C2H3NO2 overall at a distorted geometry from OMol25. Energies are from ωB97M-V with the def2-TZVPD basis set.

Calculated total energy   -283.03845 hartree
E_HOMO (alpha / beta)   -0.410 / -0.352 hartree
Gap between HOMO and LUMO (alpha / beta)   10.690 / 7.687 eV

Atoms and positions in Å:
C 1.445 -0.654 -0.268
C -1.192 0.783 0.314
N 0.538 -0.573 -1.214
O 2.371 -0.281 0.367
O 0.740 -1.801 -0.435
H -1.981 0.038 0.209
H -0.560 0.768 1.189
H -1.362 1.720 -0.162

---

12.
Here is a 2-piece molecular cluster, C25H39BF11N4O14PS overall at a distorted geometry from OMol25. Energies are from ωB97M-V with the def2-TZVPD basis set.

Calculated total energy   -4111.27274 hartree
E_HOMO   -0.318 hartree
Gap between HOMO and LUMO   8.631 eV
Structure (SMILES)   CCCCN[C@]1(C[C@@H](O)C(F)(F)F)[C@@H](P(N)O)OS(=O)(=O)[C@@H](N(C(=O)F)C(=O)F)[C@]1(B(O)OC)C(=O)C(F)(F)C(F)(F)C(F)(F)C(=O)O.COCCNCCOC

Atoms and positions in Å:
C 3.151 -0.926 1.727
C 2.398 -1.452 0.504
C 1.185 -2.306 0.855
C 0.103 -1.545 1.668
N -1.251 -1.639 1.190
C -1.914 -0.763 0.224
C -2.105 -1.726 -1.006
C -2.402 -1.340 -2.476
O -1.252 -1.314 -3.290
C -3.228 -2.457 -3.113
F -3.468 -2.169 -4.417
F -4.434 -2.595 -2.518
F -2.601 -3.645 -3.070
C -0.896 0.340 -0.029
P -0.752 1.284 -1.657
N 0.153 2.575 -1.014
O -2.176 1.958 -2.043
O -0.666 1.192 1.153
S -1.704 1.304 2.334
O -1.468 2.551 2.961
O -1.755 0.157 3.168
C -3.250 1.249 1.434
N -3.495 2.429 0.565
C -4.836 2.885 0.546
O -5.526 3.091 1.474
F -5.218 3.175 -0.682
C -2.756 3.646 0.826
O -2.900 4.353 1.742
F -2.006 3.977 -0.176
C -3.344 -0.222 0.786
B -4.530 -0.324 -0.323
O -5.375 -1.406 -0.282
O -4.739 0.613 -1.254
C -5.952 0.573 -2.017
C -3.917 -1.212 1.849
O -3.412 -2.255 2.103
C -5.320 -1.176 2.633
F -5.930 -2.310 2.190
F -5.008 -1.382 3.947
C -6.428 -0.082 2.677
F -6.555 0.628 1.524
F -7.606 -0.761 2.801
C -6.410 0.844 3.953
F -6.910 0.107 4.989
F -5.156 1.211 4.276
C -7.326 2.086 3.896
O -6.973 3.099 4.388
O -8.551 1.868 3.376
H 2.974 -1.543 2.598
H 2.808 0.076 1.969
H 4.207 -0.838 1.503
H 3.078 -2.080 -0.065
H 2.114 -0.649 -0.175
H 1.545 -3.154 1.431
H 0.777 -2.723 -0.065
H 0.478 -0.546 1.826
H 0.128 -1.967 2.670
H -1.534 -2.596 1.124
H -1.183 -2.292 -1.077
H -2.824 -2.479 -0.700
H -2.987 -0.437 -2.620
H -0.499 -1.024 -2.770
H 0.058 -0.157 -0.179
H 1.034 2.246 -0.643
H 0.303 3.282 -1.719
H -2.199 2.059 -3.000
H -3.973 1.267 2.243
H -4.940 -2.251 -0.146
H -5.958 1.463 -2.632
H -5.974 -0.291 -2.667
H -6.813 0.608 -1.365
H -8.636 2.397 2.573
C 5.209 -0.592 -1.599
O 6.191 -0.904 -0.633
C 7.082 -1.949 -1.008
C 8.475 -1.421 -1.265
N 8.523 -0.618 -2.479
C 9.773 0.109 -2.682
C 10.170 1.167 -1.658
O 9.334 2.307 -1.640
C 8.166 2.199 -0.850
H 4.496 0.082 -1.127
H 5.633 -0.089 -2.475
H 4.676 -1.491 -1.922
H 6.703 -2.490 -1.880
H 7.126 -2.649 -0.169
H 9.159 -2.268 -1.373
H 8.779 -0.853 -0.375
H 7.763 0.048 -2.462
H 9.702 0.604 -3.653
H 10.586 -0.619 -2.757
H 11.159 1.533 -1.944
H 10.272 0.753 -0.648
H 8.325 1.565 0.026
H 7.318 1.816 -1.425
H 7.907 3.201 -0.509